Below is a cluster of 2 separate species, C3H4BrCl in total in a non-equilibrium geometry, with properties calculated with ωB97M-V with the def2-TZVPD basis set.

The geometry in XYZ format:
```
9
Properties=species:S:1:pos:R:3:forces:R:3
C -1.3015 -0.6197 -0.1792 -2.731 0.285 1.013
C -0.5213 0.3315 0.1657 5.110 2.082 -0.152
C 1.5366 0.2038 -0.1900 -4.137 0.056 2.252
Cl -0.8554 1.7671 1.0092 -0.305 0.160 -0.025
Br -3.1733 -0.8281 0.2341 0.776 0.297 -0.207
H -0.8496 -1.4662 -0.4834 0.950 -2.831 -1.507
H 1.7226 0.3589 -1.2409 -0.121 -0.165 -0.126
H 1.6526 -0.8403 0.2275 0.393 1.540 -0.557
H 1.7892 1.0930 0.4570 0.065 -1.425 -0.690
```
Forces are in eV/Å.

## Properties
LUMO energy: 0.5 eV
Energy above the lowest of the compared OMol25 structures with the same formula, charge and spin: 232.6 kJ/mol
Strongest force on any atom: 5.5 eV/A
HOMO-LUMO gap: 0.3659 hartree
E_HOMO: -9.5 eV
Multiplicity: 1